(1)
C6H10ClN in the gas phase at a distorted geometry. Source: the Open Molecules 2025 dataset; level of theory: the ωB97M-V functional and the def2-TZVPD basis.

Positions of all 18 atoms, in Å:
C -1.1430 1.7843 -0.7851
C -0.8956 1.0654 0.4904
C 0.0424 0.0997 0.6867
C 0.3453 -0.1614 2.0988
C 0.8466 -0.6183 -0.3673
C 0.4690 -2.0024 -1.0038
H -2.2063 1.9209 -0.9142
H -0.9834 1.2449 -1.7385
H -0.7691 2.7243 -0.8117
H -1.4643 1.5938 1.2223
H -0.1305 0.7062 2.6875
H 0.0882 -1.2152 2.5499
H 1.8704 -0.3433 -0.3865
H -0.3739 -2.6567 -0.5310
H 1.3551 -2.6352 -1.2143
H 0.6174 -0.7154 -2.4593
N 0.1244 -0.8091 -1.6324
Cl 2.2072 0.0173 2.1084

Its spin multiplicity is 1. The SMILES is C/C=C(/CCl)[C@H]1CN1. For the maximum force, the calculation gives 0.0885 hartree/bohr. The calculation puts the HOMO energy at -8.95 eV. The total energy is -749.45757 Eh. As for the energy above the lowest of the compared OMol25 structures with the same formula, charge and spin: 259.6 kJ/mol.

(2)
A molecular structure, C4H4HgLiO3 at a distorted geometry. Source: the Open Molecules 2025 dataset; level of theory: the ωB97M-V functional and the def2-TZVPD basis.

Positions of all 13 atoms, in Å:
O 0.6368 1.0480 0.0352
C 1.7661 0.3152 0.1021
C -0.5721 0.4266 0.3175
O 2.8435 0.9010 -0.0513
O 1.6850 -0.9335 0.3269
C -1.2461 -0.2125 -0.7790
Hg 4.3300 -1.0116 0.2218
H -0.6810 0.2683 1.3950
H -0.8820 -0.3164 -1.8015
C -2.3729 0.3944 -0.1764
H -2.8865 -0.0956 0.6548
H -2.8339 1.2600 -0.6556
Li 0.2131 -2.0439 0.4103

Its spin multiplicity is 3. For the maximum force, the calculation gives 0.0474 hartree/bohr. The calculation puts the HOMO energy (alpha / beta) at -11.08 / -14.03 eV. The total charge is +1. The expectation value of S² is 2.013. The total energy is -541.13772 Eh. As for the energy above the lowest of the compared OMol25 structures with the same formula, charge and spin: 0.0 kJ/mol.

(3)
A gas-phase ion, C8H15BrN (charge +1) at a distorted geometry. Source: the Open Molecules 2025 dataset; level of theory: the ωB97M-V functional and the def2-TZVPD basis.

Positions of all 25 atoms, in Å:
C 1.3066 -0.8352 -1.3530
C 1.0155 -1.8977 -0.6656
C 1.4303 0.5083 -0.6128
C -0.0074 1.2139 -0.5449
C -0.9585 0.5077 0.3197
C 1.4643 -0.7123 -2.8617
C -2.0701 -0.4085 -0.1130
C -0.2079 -0.7799 2.3376
N -0.7297 0.4977 1.8563
Br 0.7883 -3.6685 -0.5419
H 1.6863 0.3226 0.3309
H 1.9840 1.1780 -1.1700
H 0.2322 2.2192 -0.2782
H -0.4581 1.2514 -1.6298
H 0.4994 -0.5970 -3.1774
H 1.8088 -1.6312 -3.0926
H 2.1638 0.0652 -3.1350
H -2.2636 -1.2582 0.6596
H -1.6016 -0.8228 -1.0468
H -2.8702 0.2335 -0.3668
H -0.7879 -1.5923 1.8601
H 0.8021 -0.9353 1.9563
H -0.2131 -0.8682 3.4441
H -0.1298 1.1637 2.1075
H -1.6404 0.7028 2.3101

Its spin multiplicity is 1. For the maximum force, the calculation gives 0.1035 hartree/bohr. The calculation puts the HOMO energy (alpha / beta) at -11.31 / -12.05 eV. The total charge is +1. The total energy is -2942.13615 Eh. As for the energy above the lowest of the compared OMol25 structures with the same formula, charge and spin: 440.3 kJ/mol.